# FH18O9

10 unconnected molecules or ions with the total composition FH18O9 (the ωB97M-V functional and the def2-TZVPD basis, the OMol25 dataset).

Structure (XYZ):
```
28
Properties=species:S:1:pos:R:3:nbo_charge:R:1
F -17.31381 0.02977 11.76162 -0.82
O -16.05028 2.53129 10.09768 -1.00
O -18.36115 -1.04674 13.73603 -0.98
O -14.83912 0.36690 10.94136 -0.94
O -19.39481 0.33839 10.28682 -0.98
O -15.29329 -1.17997 13.24007 -0.95
O -16.33833 1.69619 13.29168 -0.98
O -17.07445 0.23965 8.55608 -0.99
O -16.78829 -2.33135 10.47753 -0.95
O -19.20075 1.78241 13.74557 -0.96
H -19.29276 1.22482 9.90088 0.46
H -15.50162 1.85645 10.55901 0.50
H -19.05060 0.84216 13.74638 0.49
H -15.53879 -2.08054 13.56464 0.47
H -16.67178 1.17316 12.55080 0.48
H -19.32569 2.06471 14.65584 0.46
H -15.75156 0.19651 11.09357 0.49
H -16.75546 1.15739 8.72403 0.49
H -16.82578 -1.67062 11.13437 0.48
H -17.60077 -0.88091 14.26178 0.45
H -17.62895 0.10251 9.27836 0.48
H -16.70983 2.71378 10.75845 0.47
H -16.04249 1.04616 13.93968 0.46
H -18.06088 -0.59620 12.93071 0.49
H -16.18311 -1.89847 9.84368 0.46
H -14.72879 -0.14150 10.11064 0.47
H -18.75439 0.27937 11.01783 0.50
H -16.02002 -0.82747 12.84302 0.47
```

The calculation puts the HOMO energy at -7.056 eV. Its energy relative to the best compared isomer or geometry (same formula, charge and spin) is 9.9 kcal per mole. As for the multiplicity: 1. As for the net charge: -1. Its max |F| is 5.336 eV/Å. The HOMO-LUMO gap is 10.35 eV.